(1)
Below is a 2-piece molecular cluster, C25H34F4NO4Si2 overall in a non-equilibrium geometry, with properties calculated with ωB97M-V/def2-TZVPD.

Cartesian coordinates (Å):
C: -5.617 1.330 0.803
O: -4.406 0.579 0.891
C: -3.324 1.291 0.532
O: -3.388 2.452 0.148
C: -2.027 0.510 0.623
C: -1.149 1.006 1.758
C: 0.150 0.263 1.844
C: 0.337 -0.820 2.642
N: 1.155 0.534 0.860
O: 2.247 1.252 1.504
Si: 3.580 0.325 2.049
C: 5.127 1.205 1.492
C: 3.426 0.323 3.903
C: 3.454 -1.350 1.248
O: 0.637 1.416 -0.040
Si: 1.201 3.057 0.031
C: 2.838 3.102 -0.853
C: -0.200 3.839 -0.929
C: 1.180 3.804 1.754
H: -6.376 0.691 1.252
H: -5.525 2.277 1.348
H: -5.854 1.540 -0.246
H: -2.241 -0.560 0.746
H: -1.491 0.677 -0.316
H: -0.978 2.088 1.659
H: -1.701 0.826 2.694
H: 1.338 -1.141 2.909
H: -0.536 -1.295 3.084
H: 5.974 0.553 1.760
H: 5.162 1.378 0.408
H: 5.267 2.166 2.006
H: 4.132 -0.409 4.320
H: 3.682 1.316 4.296
H: 2.415 0.072 4.243
H: 4.331 -1.929 1.580
H: 2.558 -1.928 1.499
H: 3.507 -1.248 0.154
H: 2.955 4.105 -1.292
H: 3.704 2.915 -0.205
H: 2.859 2.371 -1.675
H: -0.197 4.920 -0.731
H: -0.046 3.686 -2.005
H: -1.190 3.440 -0.661
H: 0.924 4.872 1.643
H: 0.438 3.357 2.430
H: 2.163 3.750 2.238
F: -2.983 -5.688 -0.265
C: -2.008 -4.724 -0.108
C: -1.271 -4.729 1.078
C: -0.269 -3.762 1.181
F: 0.579 -3.842 2.269
C: -0.089 -2.756 0.255
C: -0.893 -2.727 -0.931
C: -0.705 -1.640 -1.811
C: -1.200 -1.535 -3.150
C: -0.400 -0.860 -4.124
C: -0.730 -0.948 -5.465
F: 0.101 -0.365 -6.398
C: -1.872 -1.604 -5.929
C: -2.718 -2.131 -4.953
F: -3.882 -2.746 -5.371
C: -2.445 -2.073 -3.593
C: -1.803 -3.811 -1.131
H: -1.445 -5.457 1.865
H: 0.638 -1.955 0.412
H: 0.024 -0.883 -1.504
H: 0.498 -0.337 -3.798
H: -2.105 -1.677 -6.987
H: -3.178 -2.437 -2.874
H: -2.342 -3.919 -2.067

Cartesian forces (eV/Å) of the 3 atoms listed first:
C -0.6 0.1 0.0
O 0.7 0.2 -0.1
C 0.0 1.1 -0.6

The net charge is +1. The calculation puts the frontier orbital gap at 4.599 eV. Its highest occupied orbital energy is -11.1 eV.

Okay, here come the natural (NBO) numbers, in e, for every atom: -0.267, -0.501, 0.791, -0.600, -0.494, -0.449, 0.168, -0.452, 0.072, -0.770, 1.895, -1.152, -1.156, -1.153, -0.731, 1.877, -1.152, -1.163, -1.138, 0.200, 0.207, 0.195, 0.208, 0.238, 0.251, 0.230, 0.218, 0.213, 0.251, 0.248, 0.253, 0.246, 0.255, 0.247, 0.250, 0.230, 0.245, 0.247, 0.247, 0.242, 0.246, 0.235, 0.267, 0.241, 0.241, 0.245, -0.300, 0.388, -0.195, 0.385, -0.304, -0.173, -0.069, 0.142, -0.133, -0.177, 0.397, -0.299, -0.230, 0.411, -0.302, -0.221, -0.199, 0.280, 0.279, 0.257, 0.256, 0.280, 0.249, 0.249



(2)
Below is C25H34GeN2OS4SbW as an isolated structure in a non-equilibrium geometry, with properties calculated with ωB97M-V/def2-TZVPD.

Cartesian coordinates (Å):
W: 1.335 0.178 -0.634
S: 3.756 -1.846 1.793
Sb: 4.486 0.149 0.695
S: 2.214 0.912 1.412
S: 3.623 -0.064 -1.551
N: 0.928 0.072 -2.910
C: 1.406 0.922 -4.044
C: 0.806 2.325 -3.992
C: 1.776 3.409 -3.519
C: 2.623 3.006 -2.326
N: 1.797 2.425 -1.210
H: 1.235 -0.879 -3.092
H: -0.086 0.036 -2.970
H: 1.118 0.419 -4.967
H: 2.495 0.936 -4.012
H: -0.080 2.300 -3.349
H: 0.432 2.599 -4.977
H: 1.220 4.323 -3.301
H: 2.468 3.667 -4.322
H: 3.134 3.885 -1.931
H: 3.390 2.283 -2.586
H: 0.911 2.926 -1.214
H: 2.230 2.732 -0.344
C: 2.151 -3.435 -2.765
S: 2.310 -2.901 -1.079
C: 1.589 -4.287 -0.247
O: 1.155 -1.819 -0.965
H: 1.100 -3.602 -3.000
H: 2.720 -4.361 -2.860
H: 2.607 -2.683 -3.407
H: 2.265 -5.126 -0.421
H: 0.593 -4.487 -0.636
H: 1.559 -4.049 0.815
C: -0.396 0.851 -0.703
Ge: -1.162 0.320 1.104
C: -0.793 1.765 2.320
C: -0.574 3.052 1.823
C: -0.331 4.118 2.674
C: -0.312 3.908 4.047
C: -0.550 2.641 4.559
C: -0.794 1.577 3.702
C: -3.000 -0.114 0.722
C: -3.707 -0.882 1.651
C: -5.047 -1.170 1.449
C: -5.697 -0.699 0.317
C: -5.009 0.068 -0.611
C: -3.668 0.363 -0.404
C: -0.293 -1.374 1.644
C: -0.944 -2.511 1.143
C: -0.881 -3.724 1.808
C: -0.164 -3.828 2.995
C: 0.488 -2.715 3.509
C: 0.402 -1.495 2.848
H: -1.022 1.466 -1.345
H: -0.613 3.238 0.753
H: -0.171 5.112 2.278
H: -0.126 4.736 4.718
H: -0.554 2.483 5.629
H: -0.989 0.599 4.126
H: -3.214 -1.266 2.538
H: -5.586 -1.762 2.177
H: -6.743 -0.925 0.161
H: -5.519 0.442 -1.488
H: -3.159 0.980 -1.135
H: -1.533 -2.442 0.236
H: -1.412 -4.585 1.419
H: -0.127 -4.770 3.527
H: 1.039 -2.787 4.437
H: 0.894 -0.634 3.282

Cartesian forces (eV/Å) of the 3 atoms listed first:
W 0.5 1.1 0.0
S 0.0 0.0 0.0
Sb -0.2 0.0 0.1

Its relative energy (zero: lowest compared OMol25 entry of this formula, charge and spin) is 0.00 kcal/mol. The net charge is +2. The calculation puts the frontier orbital gap (spin up / spin down) at 6.767 / 5.985 eV. The spin multiplicity is 2. Its highest occupied orbital energy (spin up / spin down) is -13.8 / -13.8 eV.

Okay, here come the natural (NBO) numbers, in e, for every atom: 1.121, -0.289, 1.069, -0.333, -0.587, -0.782, -0.225, -0.423, -0.420, -0.236, -0.772, 0.400, 0.399, 0.222, 0.218, 0.192, 0.253, 0.227, 0.243, 0.225, 0.224, 0.397, 0.425, -0.820, 1.293, -0.808, -0.930, 0.256, 0.279, 0.257, 0.269, 0.257, 0.282, -0.763, 1.604, -0.409, -0.243, -0.192, -0.181, -0.181, -0.228, -0.392, -0.230, -0.181, -0.177, -0.201, -0.219, -0.522, -0.195, -0.225, -0.181, -0.234, -0.132, 0.234, 0.190, 0.227, 0.235, 0.233, 0.221, 0.220, 0.232, 0.235, 0.230, 0.192, 0.223, 0.231, 0.238, 0.237, 0.219



(3)
Below is C25H34N8OPdS2SeSi2Te as an isolated structure, with properties calculated with ωB97M-V/def2-TZVPD.

Cartesian coordinates (Å):
Pd: 0.970 0.727 0.366
C: -0.957 3.388 4.414
S: -0.436 1.690 4.738
C: 0.036 1.107 3.189
S: -0.221 2.111 1.766
N: 0.578 -0.075 3.177
N: 1.055 -0.440 1.964
C: 1.664 -1.562 1.812
C: 2.215 -1.859 0.493
C: 2.934 -3.002 0.206
C: 3.477 -3.141 -1.070
C: 3.293 -2.136 -2.001
C: 2.554 -1.012 -1.647
N: 2.027 -0.895 -0.438
H: -1.254 3.768 5.390
H: -1.813 3.424 3.744
H: -0.131 3.988 4.040
H: 1.786 -2.221 2.664
H: 3.076 -3.761 0.963
H: 4.045 -4.026 -1.323
H: 3.714 -2.204 -2.994
H: 2.372 -0.187 -2.325
O: 0.911 1.474 -1.517
N: 1.484 2.622 -1.918
C: 0.758 3.669 -1.775
C: -0.556 3.601 -1.187
N: -1.594 3.464 -0.715
C: 1.279 4.936 -2.202
N: 1.675 5.958 -2.540
C: -3.265 -3.356 -1.629
Si: -2.298 -2.224 -2.748
C: -3.327 -0.810 -3.387
C: -1.433 -3.162 -4.098
C: -0.856 -1.436 -1.723
Te: -1.428 0.088 -0.402
C: -2.246 -1.094 1.140
Si: -4.009 -0.500 1.676
C: -4.690 -1.895 2.693
C: -5.043 -0.142 0.162
C: -3.785 1.069 2.652
H: -4.075 -3.827 -2.189
H: -3.723 -2.823 -0.796
H: -2.642 -4.158 -1.225
H: -4.107 -1.185 -4.053
H: -2.727 -0.099 -3.959
H: -3.835 -0.261 -2.588
H: -2.170 -3.637 -4.749
H: -0.795 -3.952 -3.697
H: -0.822 -2.506 -4.721
H: -0.198 -0.929 -2.433
H: -0.293 -2.192 -1.173
H: -1.571 -1.069 1.998
H: -2.266 -2.112 0.747
H: -4.792 -2.808 2.103
H: -5.681 -1.637 3.072
H: -4.056 -2.116 3.555
H: -5.397 -1.042 -0.341
H: -4.544 0.495 -0.574
H: -5.930 0.409 0.484
H: -3.135 0.911 3.514
H: -4.757 1.398 3.028
H: -3.382 1.880 2.039
Se: 2.599 3.615 1.244
N: 2.895 1.857 0.930
C: 4.146 1.740 0.489
C: 4.843 0.527 0.208
C: 6.131 0.598 -0.212
C: 6.821 1.844 -0.386
C: 6.219 3.017 -0.093
C: 4.865 2.993 0.371
N: 4.204 4.075 0.728
H: 4.373 -0.429 0.384
H: 6.675 -0.318 -0.404
H: 7.845 1.828 -0.731
H: 6.721 3.970 -0.180

Cartesian forces (eV/Å) of the 3 atoms listed first:
Pd 0.4 0.0 0.0
C 0.0 0.0 0.0
S 0.0 0.0 0.0

Its relative energy (zero: lowest compared OMol25 entry of this formula, charge and spin) is 2.53 kcal/mol. The net charge is +2. The calculation puts the frontier orbital gap at 6.163 eV. Its highest occupied orbital energy is -14.1 eV.

Okay, here come the Löwdin numbers, in e, for every atom: 0.761, -0.375, 0.963, -1.003, 0.574, -0.039, -0.174, 0.004, -0.262, 0.028, 0.003, 0.007, -0.094, -0.026, 0.057, 0.032, 0.041, 0.159, 0.136, 0.132, 0.130, 0.126, -0.437, 0.037, -0.312, -0.185, 0.182, -0.146, 0.225, -0.162, 0.436, -0.168, -0.164, -0.522, 1.558, -0.495, 0.419, -0.159, -0.174, -0.173, 0.054, 0.004, 0.048, 0.053, 0.048, 0.006, 0.050, 0.042, 0.043, 0.011, 0.024, 0.005, 0.011, 0.041, 0.050, 0.045, 0.039, 0.009, 0.053, 0.020, 0.054, 0.025, 1.136, -0.297, -0.339, -0.029, -0.032, -0.039, 0.012, -0.357, -0.189, 0.089, 0.118, 0.120, 0.131



Total energy (hartree)
-2306.899366, -5134.275614, -5658.408874
Molecular weight (g/mol)
544.714, 885.038, 895.888